No. 1
{
  "formula": "C9H23N3OP2Ti",
  "method": "wB97M-V/def2-TZVPD",
  "spin_multiplicity": 3,
  "s_squared": 2.04,
  "total_charge": 2,
  "de_lowest_kj_mol": 0.00,
  "homo_lumo_gap_ev": [7.7, 6.3],
  "species": ["Ti", "P", "P", "N", "N", "H", "H", "H", "C", "H", "C", "H", "H", "C", "C", "H", "C", "H", "H", "H", "H", "H", "O", "C", "C", "C", "H", "H", "H", "H", "H", "H", "H", "C", "H", "N", "H", "H", "H"],
  "xyz": [[0.1880, -0.0123, 1.0208], [0.4530, 2.5409, 1.3750], [1.9500, -1.7719, 1.7438], [-1.3522, 0.6252, 0.1344], [-0.7454, -1.8294, 0.6199], [-3.0095, -0.0761, -1.0460], [-2.8201, -2.1769, 0.6747], [-3.2831, -0.0294, 0.6728], [-2.5043, -0.2369, -0.0782], [-2.1922, -2.1579, -0.9353], [-2.0702, -1.6918, 0.0474], [-2.1765, 2.1278, -1.2245], [-0.7850, -3.9143, 0.3265], [-1.2089, 1.7840, -0.7565], [-0.1980, -3.0637, 0.6444], [-1.3351, 3.7088, 0.2157], [-0.5303, 3.0259, -0.1314], [0.1180, 3.5861, -0.8494], [3.1808, -1.9180, 1.0122], [2.3599, -2.2673, 3.0364], [1.6809, 3.1222, 0.9354], [-0.0423, 3.4899, 2.3207], [1.2859, 0.1963, -0.5730], [1.2766, 0.2639, -1.8496], [1.9484, 1.4689, -2.4348], [0.8074, -0.8177, -2.7155], [-0.5962, 1.4495, -1.5775], [1.6788, 2.4061, -1.9285], [3.0321, 1.2684, -2.1850], [1.8153, 1.5681, -3.5273], [-0.0657, -1.2692, -2.2827], [0.4753, -0.4291, -3.6760], [1.6323, -1.4837, -2.8830], [1.1171, -3.2273, 1.0974], [1.5586, -4.2221, 1.1198], [-0.3382, -0.0088, 3.1237], [0.4788, 0.0688, 3.7273], [-0.8256, -0.8626, 3.4085], [-0.9582, 0.7658, 3.3974]]
}

No. 2
{
  "formula": "C9H23N5O6V",
  "method": "wB97M-V/def2-TZVPD",
  "spin_multiplicity": 3,
  "s_squared": 2.15,
  "total_charge": 1,
  "homo_lumo_gap_ev": [5.6, 5.5],
  "species": ["O", "H", "V", "N", "N", "N", "N", "O", "O", "O", "O", "C", "C", "C", "C", "C", "H", "H", "H", "C", "H", "H", "H", "C", "C", "H", "H", "H", "H", "H", "H", "H", "H", "C", "H", "H", "H", "O", "H", "H", "N", "H", "H", "H"],
  "xyz": [[0.6964, -0.3483, -3.9979], [-0.3395, -0.4484, -4.2867], [0.4157, -0.1891, -0.4301], [0.5220, 1.3956, 0.7771], [2.1113, 0.7956, -1.1927], [-0.7763, -1.1180, 0.7694], [0.2142, -2.1187, -1.3502], [-0.1743, 1.5969, 1.8754], [-1.2296, -0.6448, 1.9571], [0.7447, -2.8608, -2.3644], [3.1306, 0.2636, -1.7114], [2.2109, 2.0821, -0.7075], [1.4188, 2.3649, 0.4251], [-1.1424, -2.4011, 0.4887], [-0.5963, -2.9565, -0.6488], [1.5319, 3.5513, 1.3093], [1.7856, 3.2421, 2.3334], [0.5979, 4.1328, 1.3333], [2.3323, 4.2088, 0.9568], [3.1807, 3.0142, -1.3387], [2.9293, 3.2000, -2.3924], [4.1839, 2.5798, -1.3200], [3.2018, 3.9792, -0.8267], [-2.0483, -3.1675, 1.3731], [-0.9237, -4.2979, -1.1903], [-2.6222, -2.5312, 2.0550], [-1.4743, -3.8845, 1.9826], [-2.7617, -3.7860, 0.8049], [-0.3913, -4.5325, -2.1123], [-1.9946, -4.3771, -1.4102], [-0.6881, -5.0772, -0.4647], [-0.8362, 0.3606, 2.0184], [0.4705, -1.0465, -3.2551], [-0.8490, 0.5911, -1.4062], [-0.3554, 1.6097, -1.1548], [-1.6755, -0.1695, -1.1325], [-1.2121, 0.8299, -2.4597], [-3.9406, 2.2660, -0.3734], [-3.8858, 1.4455, -0.8975], [-3.1120, 2.7813, -0.4223], [2.0568, -1.0363, 0.5973], [1.8127, -1.8564, 1.1581], [2.4684, -0.3656, 1.2386], [2.7968, -1.2883, -0.0660]]
}

No. 3
{
  "formula": "C9H24BrFO3P2S2",
  "method": "wB97M-V/def2-TZVPD",
  "spin_multiplicity": 1,
  "homo_lumo_gap_ev": 8.5,
  "species": ["C", "C", "C", "Br", "P", "F", "S", "P", "S", "H", "H", "H", "H", "H", "H", "H", "H", "H", "H", "C", "O", "C", "C", "O", "C", "C", "O", "C", "H", "H", "H", "H", "H", "H", "H", "H", "H", "H", "H", "H", "H", "H"],
  "xyz": [[-6.6293, -0.8294, 1.4171], [-5.3818, -1.0636, 0.5709], [-4.2834, -1.9596, 1.1448], [-4.8622, -3.2561, 2.4583], [-2.8025, -1.1091, 1.8727], [-2.0427, 0.0092, 1.0136], [-3.8755, 0.4856, 2.9416], [-1.2554, -2.5874, 1.0228], [-0.3669, -3.4492, 2.5429], [-7.2907, -1.6898, 1.3738], [-7.1560, 0.0475, 1.0535], [-6.3840, -0.6431, 2.4575], [-4.9364, -0.1090, 0.2966], [-5.6891, -1.5401, -0.3601], [-3.8970, -2.5748, 0.3402], [-2.3398, -1.6029, 3.1038], [-3.3601, 1.5709, 2.3726], [-0.3458, -1.8871, 0.2202], [-1.8749, -3.5333, 0.1864], [0.0096, 1.5449, -1.6160], [1.2944, 1.7862, -1.0973], [1.5328, 1.1289, 0.1353], [2.9864, 0.7604, 0.3007], [3.3997, -0.3354, -0.4946], [3.6944, -0.0985, -1.8589], [5.0410, 0.5374, -2.1057], [5.0241, 1.9188, -1.7977], [6.2906, 2.4255, -1.4487], [-0.7732, 1.9745, -0.9787], [-0.0385, 2.0119, -2.5977], [-0.1779, 0.4694, -1.7278], [0.9247, 0.2191, 0.1999], [1.2404, 1.7968, 0.9571], [3.1118, 0.4198, 1.3308], [3.6263, 1.6329, 0.1505], [2.9042, 0.4758, -2.3483], [3.7234, -1.0929, -2.3099], [5.2961, 0.4052, -3.1667], [5.7966, 0.0195, -1.5027], [6.7271, 1.8647, -0.6140], [6.1534, 3.4606, -1.1429], [6.9860, 2.3957, -2.2960]]
}

No. 4
{
  "formula": "C9H24CrF3O3",
  "method": "wB97M-V/def2-TZVPD",
  "spin_multiplicity": 4,
  "s_squared": 3.76,
  "homo_lumo_gap_ev": [10.2, 11.7],
  "species": ["Cr", "F", "F", "F", "C", "C", "C", "O", "H", "H", "H", "H", "H", "H", "H", "H", "C", "C", "C", "O", "H", "H", "H", "H", "H", "H", "H", "H", "C", "C", "C", "O", "H", "H", "H", "H", "H", "H", "H", "H"],
  "xyz": [[1.8105, 10.2903, 8.0278], [2.2865, 9.3117, 9.4706], [2.0169, 11.1728, 6.3918], [0.0954, 9.5205, 7.8911], [0.7022, 12.8856, 11.2372], [0.7703, 11.5677, 10.4302], [-0.3174, 10.5284, 10.6319], [0.9376, 11.8154, 9.0318], [0.7174, 12.7217, 12.3235], [-0.1141, 13.5998, 10.9356], [1.6346, 13.3798, 10.9588], [1.6838, 11.0524, 10.7444], [-0.5220, 10.4061, 11.6701], [0.0641, 9.6323, 10.1092], [-1.2087, 10.8156, 10.0289], [0.0367, 11.9294, 8.6434], [4.7188, 12.8102, 7.2384], [4.8593, 11.3003, 7.4770], [6.2235, 10.9929, 8.0540], [3.8434, 11.0190, 8.5083], [5.4367, 13.0415, 6.4528], [4.9838, 13.3084, 8.1615], [3.6781, 13.0699, 7.0030], [4.4916, 10.6705, 6.6483], [6.3762, 9.8541, 8.1083], [6.2347, 11.4317, 9.0671], [7.0762, 11.4093, 7.5433], [4.1300, 10.2732, 9.0323], [2.9222, 8.4691, 4.7205], [1.8726, 8.2199, 5.7248], [1.3836, 6.8253, 6.0495], [2.5119, 8.5835, 7.0568], [2.6911, 8.3754, 3.6417], [3.7815, 7.7572, 4.9601], [3.3200, 9.4588, 4.8231], [0.9510, 8.8045, 5.6343], [2.1967, 6.1530, 6.4113], [0.8884, 6.2541, 5.2418], [0.6515, 6.9649, 6.8772], [2.2415, 7.8973, 7.6977]]
}